[1]
Here is a 2-piece molecular cluster, C3H11NO overall in a non-equilibrium geometry from the Open Molecules 2025 dataset. Energies are from ωB97M-V/def2-TZVPD.

E_tot (Eh): -250.852897
SMILES: CCOC.N
Spin multiplicity: 1
F_max (eV/Å): 2.02
E_LUMO (eV): 1.10
HOMO energy (eV): -9.278

Geometry (Å):
C (1.820539, -0.270430, 0.853465)
N (-1.767924, -1.891584, -0.817517)
H (2.417588, -1.160690, 0.998874)
H (1.526752, 0.169546, 1.818430)
H (2.401220, 0.573635, 0.445234)
H (-1.313953, -1.777938, 0.068615)
H (-1.345214, -2.682992, -1.252850)
H (-2.751275, -1.672755, -0.841173)
C (0.162363, 0.572790, -0.640282)
O (0.670145, -0.511555, 0.090269)
C (-0.470109, 1.645880, 0.268532)
H (1.008875, 1.121740, -1.089600)
H (-0.555208, 0.185539, -1.348477)
H (-0.966167, 2.414428, -0.320799)
H (-1.165879, 1.147381, 0.946712)
H (0.328247, 2.137005, 0.820566)

Forces on atoms 1 to 3 (eV/Å):
-0.46 1.88 0.59
0.55 0.80 0.25
-0.04 -0.17 -0.17

[2]
Here is a 2-piece molecular cluster, C3H11NO overall in a non-equilibrium geometry from the Open Molecules 2025 dataset. Energies are from ωB97M-V/def2-TZVPD.

E_tot (Eh): -250.827249
SMILES: NCO.CC
Spin multiplicity: 1
F_max (eV/Å): 6.56
E_LUMO (eV): 0.92
HOMO energy (eV): -9.849

Geometry (Å):
C (1.320067, 1.593863, -1.450127)
C (2.160806, 0.551050, -0.764435)
H (0.979738, 2.341785, -0.755032)
H (0.359114, 1.134354, -1.733056)
H (1.765539, 2.002628, -2.399133)
H (1.647055, 0.072729, 0.126494)
H (2.409360, -0.347900, -1.400312)
H (3.166188, 0.975734, -0.501915)
N (-0.749464, -0.586326, -0.365725)
C (-1.406662, -0.280146, 0.785405)
O (-1.452298, -1.305404, 1.869421)
H (-0.313762, -1.521036, -0.280336)
H (-1.486806, -0.853029, -1.006652)
H (-0.884656, 0.683434, 1.254884)
H (-2.557963, 0.138662, 0.481806)
H (-0.664427, -1.268447, 2.392905)

Forces on atoms 1 to 3 (eV/Å):
-1.03 -0.64 -1.31
1.28 -1.40 0.45
0.42 0.78 0.16

[3]
Here is a 2-piece molecular cluster, C3H11NO overall in a non-equilibrium geometry from the Open Molecules 2025 dataset. Energies are from ωB97M-V/def2-TZVPD.

E_tot (Eh): -250.819013
SMILES: CCOC.N
Spin multiplicity: 1
F_max (eV/Å): 4.44
E_LUMO (eV): 1.07
HOMO energy (eV): -9.378

Geometry (Å):
C (0.842009, 0.425652, -1.684489)
N (0.836544, 1.964769, 1.299098)
H (1.484015, 1.273304, -1.541261)
H (-0.142129, 0.768509, -2.096119)
H (1.398334, -0.335368, -2.367462)
H (1.394487, 1.763540, 2.131196)
H (1.448993, 2.703895, 0.892363)
H (0.765611, 1.044939, 0.814196)
C (-0.953202, -0.668776, -0.083536)
O (0.412075, -0.245835, -0.424219)
C (-1.144941, -1.855023, 0.832213)
H (-1.440661, 0.145941, 0.308293)
H (-1.549456, -0.748277, -1.063174)
H (-2.022686, -1.696229, 1.344134)
H (-1.035988, -2.706224, 0.148517)
H (-0.293001, -1.834818, 1.490250)

Forces on atoms 1 to 3 (eV/Å):
-2.50 -2.59 -0.23
1.00 0.34 0.79
0.23 0.29 0.78

[4]
Here is a 2-piece molecular cluster, C3H11NO overall in a non-equilibrium geometry from the Open Molecules 2025 dataset. Energies are from ωB97M-V/def2-TZVPD.

E_tot (Eh): -250.842276
SMILES: CCOC.N
Spin multiplicity: 1
F_max (eV/Å): 2.61
E_LUMO (eV): 0.97
HOMO energy (eV): -9.323

Geometry (Å):
C (-0.511394, -1.486406, -0.264939)
N (2.386796, 0.222207, -1.221159)
H (-0.106631, -0.638303, -0.838629)
H (-1.563406, -1.551232, -0.544228)
H (-0.022522, -2.402524, -0.592446)
H (3.292605, 0.593025, -1.479127)
H (1.751474, 0.700212, -1.873364)
H (2.222676, -0.680683, -1.666180)
C (-0.933532, 0.115013, 1.565741)
O (-0.262835, -1.026728, 1.052154)
C (-0.990270, 1.264167, 0.558724)
H (-1.921788, -0.181030, 1.892774)
H (-0.309542, 0.416960, 2.407247)
H (-1.469094, 2.154389, 0.968251)
H (0.012213, 1.616402, 0.322353)
H (-1.574747, 0.884538, -0.287166)

Forces on atoms 1 to 3 (eV/Å):
-0.06 2.55 -0.55
-1.34 0.18 -1.12
-0.09 -0.67 -0.83

[5]
Here is a 2-piece molecular cluster, C3H11NO2 overall in a non-equilibrium geometry from the Open Molecules 2025 dataset. Energies are from ωB97M-V/def2-TZVPD.

E_tot (Eh): -326.076952
Total charge: -1
Spin multiplicity: 2
F_max (eV/Å): 2.85
E_LUMO (alpha / beta) (eV): 4.00 / 3.83
HOMO energy (alpha / beta) (eV): 0.910 / -6.136

Geometry (Å):
C (1.227360, -0.498783, -0.137300)
C (0.560199, 0.822499, 0.202659)
C (-0.075319, 0.995872, 1.580564)
O (-0.328633, 1.230936, -0.837920)
N (1.961961, -0.500417, -1.406161)
H (1.925983, -0.702611, 0.698286)
H (0.460686, -1.262297, -0.032855)
H (1.298402, 1.643305, 0.115599)
H (-1.153383, 1.029878, 1.659761)
H (0.336957, 0.201639, 2.275620)
H (0.342289, 1.854689, 2.134676)
H (-1.207591, 0.866667, -0.653748)
H (1.308363, -0.320853, -2.157222)
H (2.445789, -1.386000, -1.421416)
H (-2.756112, -1.698868, -0.025785)
H (-3.369064, -1.340921, -1.397756)
O (-2.977890, -0.934737, -0.597003)

Forces on atoms 1 to 3 (eV/Å):
-0.02 0.12 1.30
0.27 2.07 -0.94
1.76 -1.14 1.94

[6]
Here is a 3-piece molecular cluster, C3H11NO2 overall in a non-equilibrium geometry from the Open Molecules 2025 dataset. Energies are from ωB97M-V/def2-TZVPD.

E_tot (Eh): -326.070439
SMILES: C=NCC.O.O
Spin multiplicity: 1
F_max (eV/Å): 2.44
E_LUMO (eV): 0.57
HOMO energy (eV): -10.359

Geometry (Å):
C (-2.076763, -0.547542, -0.959388)
C (-1.013315, -0.516947, 0.136383)
C (0.737033, -1.206769, -1.250476)
N (0.354088, -0.443562, -0.315435)
H (-2.759885, 0.288637, -0.982939)
H (-1.645089, -0.671581, -1.994462)
H (-2.628770, -1.483631, -1.008634)
H (-1.209743, -1.196583, 0.963486)
H (-1.192296, 0.366249, 0.787798)
H (0.099834, -1.856531, -1.870376)
H (1.783037, -1.248121, -1.523697)
H (0.007868, 2.093884, 0.248127)
H (-1.311225, 2.639715, 0.705100)
O (-0.567940, 2.858005, 0.141835)
H (1.804936, -1.010787, 1.589119)
H (2.190151, 0.222351, 1.435023)
O (2.626470, -0.549765, 1.848781)

Forces on atoms 1 to 3 (eV/Å):
0.37 -1.42 -1.76
-1.37 1.92 0.63
-0.15 0.12 -0.12

[7]
Here is a 3-piece molecular cluster, C3H11NO2 overall in a non-equilibrium geometry from the Open Molecules 2025 dataset. Energies are from ωB97M-V/def2-TZVPD.

E_tot (Eh): -326.108852
SMILES: C/C=C/N.O.O
Spin multiplicity: 1
F_max (eV/Å): 1.50
E_LUMO (eV): 0.58
HOMO energy (eV): -7.984

Geometry (Å):
C (1.425477, -0.918356, -2.019432)
C (0.679706, 0.110865, -1.203864)
C (-0.411080, 0.715880, -1.654537)
N (-1.251920, 1.567854, -0.925946)
H (0.845233, -1.243093, -2.884830)
H (1.615689, -1.805375, -1.404956)
H (2.393378, -0.534706, -2.344685)
H (0.755778, 0.033082, -0.130259)
H (-0.711446, 0.630402, -2.691572)
H (-2.226764, 1.370700, -1.120131)
H (-1.143779, 1.442327, 0.073522)
H (-0.757293, 0.635822, 2.989950)
H (-0.449007, 2.051623, 3.304315)
O (-0.693167, 1.500005, 2.551462)
H (0.003322, -2.409783, 3.028178)
H (0.186778, -1.585568, 1.788769)
O (-0.260905, -1.561680, 2.644016)

Forces on atoms 1 to 3 (eV/Å):
0.18 0.28 0.32
-0.82 -1.25 -0.10
-0.23 0.43 -0.14

[8]
Here is a 3-piece molecular cluster, C3H11NO2 overall in a non-equilibrium geometry from the Open Molecules 2025 dataset. Energies are from ωB97M-V/def2-TZVPD.

E_tot (Eh): -326.095045
SMILES: C/C=C/N.O.O
Spin multiplicity: 1
F_max (eV/Å): 1.57
E_LUMO (eV): 0.38
HOMO energy (eV): -8.491

Geometry (Å):
C (1.108434, 2.516075, 0.244583)
C (0.898081, 1.734375, -1.049782)
C (-0.044356, 0.773558, -1.062166)
N (-0.149702, -0.122555, -2.143834)
H (1.386542, 1.802166, 1.019867)
H (1.899847, 3.254361, 0.210463)
H (0.165503, 2.964731, 0.554277)
H (1.505109, 1.882818, -1.930562)
H (-0.792251, 0.782952, -0.277973)
H (-1.056188, -0.552990, -2.308925)
H (-0.001975, 0.416317, -2.989251)
H (0.303765, -1.769350, -0.537735)
H (0.605124, -2.739148, 0.553201)
O (0.399353, -2.701469, -0.395908)
H (-1.138014, -0.744845, 3.768688)
H (-1.979427, -1.247223, 2.616551)
O (-1.813907, -1.405104, 3.561618)

Forces on atoms 1 to 3 (eV/Å):
-0.20 -0.57 -0.41
-0.87 -0.53 1.03
0.65 1.29 -0.60

[9]
Here is a 2-piece molecular cluster, C3H11NO2S overall in a non-equilibrium geometry from the Open Molecules 2025 dataset. Energies are from ωB97M-V/def2-TZVPD.

E_tot (Eh): -723.891654
Total charge: +1
Spin multiplicity: 2
F_max (eV/Å): 6.70
E_LUMO (alpha / beta) (eV): -3.40 / -9.04
HOMO energy (alpha / beta) (eV): -13.543 / -13.441

Geometry (Å):
C (-0.841940, 0.346696, 0.639077)
C (-1.235291, -0.970818, -0.265918)
S (0.172122, -1.599369, -1.319868)
N (-1.602610, 0.612589, 1.871874)
C (-1.155066, 1.844575, 2.592028)
O (-1.542812, 2.994384, 1.816144)
H (-1.038083, 1.284252, -0.076210)
H (0.218448, 0.219501, 0.647379)
H (-1.646819, -1.744914, 0.494920)
H (-2.063591, -0.598848, -0.954912)
H (1.239213, -1.974506, -0.542404)
H (-2.585871, 0.751308, 1.613629)
H (-0.046947, 2.055200, 2.576286)
H (-1.689490, 1.938250, 3.595121)
H (-1.300918, 3.053486, 0.902100)
H (5.315307, -0.753607, -3.219016)
H (4.178036, -1.822313, -2.808694)
O (4.952666, -1.547978, -3.316714)

Forces on atoms 1 to 3 (eV/Å):
-1.12 -0.48 -2.26
-1.02 0.35 1.71
-0.73 0.56 -0.03

[10]
Here is a 4-piece molecular cluster, C3H11NO3 overall in a non-equilibrium geometry from the Open Molecules 2025 dataset. Energies are from ωB97M-V/def2-TZVPD.

E_tot (Eh): -401.339741
SMILES: C=CN=C.O.O.O
Spin multiplicity: 1
F_max (eV/Å): 1.82
E_LUMO (eV): 0.76
HOMO energy (eV): -9.431

Geometry (Å):
C (1.655688, 0.937569, 0.919892)
C (0.751521, 1.851875, 0.601081)
C (1.570129, -0.565037, -0.812657)
N (1.583066, -0.406625, 0.437079)
H (2.448090, 1.112481, 1.642958)
H (-0.108978, 1.641084, -0.001859)
H (0.807869, 2.842223, 1.019884)
H (1.410709, -1.522192, -1.306860)
H (1.563142, 0.320054, -1.506483)
H (0.273145, -1.384636, 1.394910)
H (-0.614564, -1.813038, 2.503350)
O (-0.610664, -1.807888, 1.534085)
H (-1.469837, 0.033372, -1.625552)
H (-1.505476, -0.060969, -3.147879)
O (-0.896438, 0.095960, -2.417578)
H (-3.035270, -0.369149, 0.057299)
H (-1.714328, -0.806629, 0.634215)
O (-2.107803, -0.098455, 0.074116)

Forces on atoms 1 to 3 (eV/Å):
-0.20 -0.49 -0.13
0.20 0.21 0.39
-0.62 1.14 -1.28

[11]
Here is a 3-piece molecular cluster, C3H11NO3 overall in a non-equilibrium geometry from the Open Molecules 2025 dataset. Energies are from ωB97M-V/def2-TZVPD.

E_tot (Eh): -401.374946
SMILES: CNC(C)=O.O.O
Spin multiplicity: 1
F_max (eV/Å): 3.84
E_LUMO (eV): 0.82
HOMO energy (eV): -9.209

Geometry (Å):
C (1.481611, -1.949030, -1.073774)
C (1.016736, -0.650589, -0.468138)
N (-0.203166, -0.226475, -0.999250)
C (-1.318853, -1.091720, -1.230692)
O (1.360359, -0.196378, 0.610657)
H (1.576937, -1.776704, -2.145002)
H (0.706531, -2.681212, -0.877188)
H (2.351695, -2.267053, -0.499783)
H (-0.515662, 0.665662, -0.640596)
H (-2.261081, -0.544918, -1.238583)
H (-1.218028, -1.725965, -2.118007)
H (-1.500883, -1.771532, -0.376065)
H (-2.863684, 2.153183, 0.609387)
H (-1.594770, 2.098228, 1.391170)
O (-2.154551, 1.537632, 0.839454)
H (0.450658, 1.412007, 2.565743)
H (1.196103, 1.661344, 1.265197)
O (0.516835, 2.027540, 1.848140)

Forces on atoms 1 to 3 (eV/Å):
0.49 0.84 0.60
-3.41 -1.23 1.27
0.78 1.46 -0.53

[12]
Here is a 3-piece molecular cluster, C3H11NO3 overall in a non-equilibrium geometry from the Open Molecules 2025 dataset. Energies are from ωB97M-V/def2-TZVPD.

E_tot (Eh): -400.826801
Total charge: +1
Spin multiplicity: 2
F_max (eV/Å): 6.19
E_LUMO (alpha / beta) (eV): -6.73 / -8.55
HOMO energy (alpha / beta) (eV): -14.993 / -14.989

Geometry (Å):
O (-2.390307, 1.023632, -0.103597)
C (-1.637628, 0.178646, 0.579964)
C (-0.950941, -0.856384, -0.255552)
C (-0.225912, -0.150938, -1.383233)
N (0.077150, -1.745914, 0.279313)
H (-2.239218, -0.381236, 1.358068)
H (-1.847370, -1.593043, -0.546585)
H (-0.494513, 0.929670, -1.238202)
H (-0.691937, -0.490605, -2.320079)
H (0.810061, -0.413556, -1.446653)
H (-0.271754, -2.388154, 0.991416)
H (1.021600, -1.320606, 0.550113)
H (1.466179, 3.160118, 0.504658)
H (3.162793, -0.434541, 0.460936)
O (2.334639, -0.075551, 0.831133)
H (1.404072, 1.621785, 0.443217)
H (-0.628683, 0.512434, 1.232816)
O (1.101775, 2.424248, 0.062275)

Forces on atoms 1 to 3 (eV/Å):
0.87 -0.33 0.77
1.10 0.66 4.17
1.48 -5.25 -2.93